[1]
23
Properties=species:S:1:pos:R:3:mulliken_charge:R:1 method="wB97M-V/def2-TZVPD" total_energy_ev=-12951.370 homo_lumo_gap_ev=10.2 charge=0 multiplicity=1
C -0.877 0.255 0.832 2.066
C -1.247 0.854 2.197 -1.696
C -1.497 -1.141 0.683 -1.603
C -1.342 1.177 -0.303 -1.588
C 0.575 0.137 0.778 0.118
N 1.702 0.198 1.037 -0.732
H -1.030 0.797 -1.273 0.332
H -0.914 0.207 3.006 0.388
H -2.329 0.967 2.264 0.418
H -0.788 1.833 2.329 0.388
H -2.578 -1.071 0.783 0.429
H -1.124 -1.816 1.452 0.386
H -1.267 -1.562 -0.293 0.316
H -0.930 2.178 -0.180 0.384
H -2.428 1.245 -0.298 0.409
C 2.025 -0.350 -2.108 0.465
N 0.983 -1.089 -1.497 -0.475
N 3.090 -0.180 -1.286 -0.469
O 1.848 0.194 -3.176 -0.620
H 3.749 0.507 -1.614 0.251
H 1.288 -1.884 -0.955 0.276
H 0.243 -1.319 -2.145 0.215
H 2.847 -0.138 -0.231 0.342

***

[2]
26
Properties=species:S:1:pos:R:3:mulliken_charge:R:1 method="wB97M-V/def2-TZVPD" total_energy_ev=-27876.253 homo_lumo_gap_ev=8.9 charge=0 multiplicity=1
C 1.491 0.578 0.510 -0.196
C 2.646 0.273 -0.172 0.552
C 3.608 1.310 -0.664 -1.352
C -3.568 0.031 0.040 -0.124
C -2.516 0.855 -0.562 -0.596
C -0.883 -0.129 1.029 -0.759
N 3.059 -1.022 -0.410 -0.146
N 2.233 -2.122 -0.061 -0.601
N 0.441 -0.577 0.849 -0.091
O 0.057 -3.005 0.807 -0.583
O -4.930 0.437 -0.206 -0.510
O -1.228 0.305 -0.267 -0.198
S 0.472 -1.990 -0.117 0.652
H 1.310 1.532 1.066 0.280
H 3.354 1.491 -1.773 0.226
H 4.541 0.871 -0.568 0.433
H 3.710 2.282 -0.119 0.344
H -3.386 0.047 1.181 0.237
H -3.482 -1.071 -0.210 0.209
H -2.492 1.971 -0.319 0.247
H -2.612 0.832 -1.684 0.308
H -1.119 0.586 1.788 0.368
H -1.554 -1.012 1.319 0.429
H 3.403 -1.168 -1.368 0.266
H 2.321 -2.400 0.839 0.290
H -4.878 1.097 -0.926 0.316

***

[3]
23
Properties=species:S:1:pos:R:3:mulliken_charge:R:1 method="wB97M-V/def2-TZVPD" total_energy_ev=-12383.628 homo_lumo_gap_ev=8.8 charge=+1 multiplicity=1
C 1.493 -0.385 1.414 -0.663
C 2.116 -1.204 0.334 -0.216
C 0.505 0.385 0.978 0.427
C 0.795 -0.397 -1.368 0.767
C 1.185 0.490 -2.512 -1.367
C -1.767 0.259 1.828 -0.833
N 1.750 -1.219 -0.879 -0.571
N 0.221 0.493 -0.308 -0.266
N -0.739 -1.220 -1.776 -0.667
N -0.451 0.999 1.878 -0.060
H 1.781 -0.545 2.457 0.272
H 2.941 -1.832 0.711 0.370
H 2.006 1.000 -2.131 0.427
H 0.400 1.161 -2.635 0.389
H 1.285 -0.197 -3.427 0.334
H -2.397 0.756 2.567 0.372
H -2.087 0.503 0.874 0.388
H -1.865 -0.813 1.918 0.328
H -0.784 0.885 -0.521 0.269
H -1.147 -0.931 -2.560 0.215
H -0.471 -2.215 -2.002 0.270
H 0.050 0.844 2.788 0.443
H -0.572 1.983 1.775 0.373

***

[4]
23
Properties=species:S:1:pos:R:3:mulliken_charge:R:1 method="wB97M-V/def2-TZVPD" total_energy_ev=-12383.367 homo_lumo_gap_ev=9.0 charge=+1 multiplicity=1
C 2.089 -1.652 1.024 0.542
C 0.995 0.881 0.379 -0.677
C -0.586 -0.939 0.319 -0.461
C -0.151 1.950 0.359 -0.509
C -1.784 0.025 0.082 -0.727
C 1.930 -2.144 -1.259 -0.935
N 2.504 -1.977 2.034 -0.513
N 0.582 -0.365 -0.213 0.114
N 1.525 -1.439 -0.124 -0.242
N -1.413 1.308 0.818 -0.278
H 1.879 1.218 -0.212 0.341
H 1.387 0.830 1.427 0.381
H -0.450 -1.110 1.528 0.329
H -0.807 -1.874 -0.251 0.344
H 0.203 2.732 1.096 0.347
H -0.403 2.324 -0.708 0.338
H -1.706 0.255 -1.022 0.371
H -2.701 -0.376 0.584 0.390
H 2.612 -1.521 -1.862 0.301
H 2.409 -3.097 -0.867 0.366
H 1.130 -2.669 -1.757 0.327
H -1.418 1.055 1.901 0.456
H -2.242 2.021 0.658 0.396

***

[5]
23
Properties=species:S:1:pos:R:3:mulliken_charge:R:1 method="wB97M-V/def2-TZVPD" total_energy_ev=-12379.906 homo_lumo_gap_ev="6.6 / 6.7" charge=+1 s2=2.0073 multiplicity=3
C -0.222 -0.267 0.141 0.233
C 2.038 1.130 -0.369 -0.669
C 0.806 1.887 0.108 -0.565
C 2.234 -0.183 0.380 -0.554
C -1.647 -1.017 0.051 -0.735
C -3.134 -0.279 0.023 -0.216
N -0.348 1.050 0.006 0.054
N 0.930 -0.877 0.232 0.229
N -2.996 0.943 0.094 -0.482
N 0.978 -2.261 -0.169 -0.582
H 1.808 0.832 -1.487 0.263
H 2.830 1.722 -0.280 0.471
H 1.068 2.103 1.226 0.288
H 0.684 2.726 -0.534 0.406
H 2.983 -0.872 0.017 0.347
H 2.412 -0.072 1.514 0.294
H -1.798 -1.798 0.774 0.428
H -1.705 -1.322 -0.961 0.334
H -4.005 -0.859 -0.136 0.456
H -3.726 1.578 0.126 0.138
H -1.367 1.276 -0.012 0.404
H 1.397 -2.988 0.374 0.239
H 0.779 -2.452 -1.118 0.220

***

[6]
21
Properties=species:S:1:pos:R:3:mulliken_charge:R:1 method="wB97M-V/def2-TZVPD" total_energy_ev=-9966.538 homo_lumo_gap_ev="2.7 / 7.7" charge=-1 s2=0.7506 multiplicity=2
C 1.450 -0.694 1.044 -2.766
N 1.922 2.330 1.344 -0.081
C 1.054 1.667 0.459 -3.023
C 0.792 0.397 0.320 3.592
C -0.164 -0.065 -0.673 -1.126
C -0.143 -1.156 -1.404 0.108
C -1.270 -1.390 -2.294 -1.211
H 1.297 -1.746 0.576 0.361
H 0.661 -0.847 1.926 0.151
H 2.411 -0.603 1.308 0.653
H 2.267 1.782 2.123 0.376
H 1.688 3.302 1.657 0.933
H 0.353 2.384 0.090 0.162
H -1.125 0.556 -0.667 -0.218
H 0.578 -1.969 -1.156 0.318
H -1.861 -0.438 -2.590 0.326
H -2.188 -2.159 -1.869 0.173
H -0.953 -1.863 -3.250 0.382
H -2.569 0.543 0.466 0.392
H -1.660 0.061 1.386 0.311
O -2.541 -0.089 1.204 -0.814

***

[7]
21
Properties=species:S:1:pos:R:3:mulliken_charge:R:1 method="wB97M-V/def2-TZVPD" total_energy_ev=-9963.056 homo_lumo_gap_ev=7.0 charge=0 multiplicity=1
O -2.594 0.886 -1.044 -0.614
C -1.680 0.318 -0.327 0.741
N -0.304 -0.001 -0.989 -0.269
C 0.212 -1.272 -0.458 -1.002
C 1.236 -1.199 0.709 -0.617
C 1.959 0.130 1.043 -0.230
C 2.421 0.866 -0.232 -1.191
C -1.667 0.404 1.155 -0.867
H -0.599 -0.173 -2.017 0.282
H 0.521 -1.815 -1.264 0.707
H -0.567 -1.882 -0.039 0.353
H 1.935 -2.081 0.791 0.419
H 0.658 -1.331 1.667 0.244
H 2.905 -0.237 1.737 0.250
H 1.303 0.831 1.538 0.238
H 3.068 1.741 -0.220 0.390
H 1.561 1.298 -0.907 0.234
H 2.966 0.190 -0.868 0.319
H -2.005 -0.679 0.233 0.039
H -1.212 1.377 1.439 0.275
H -2.538 0.202 1.842 0.299

***

[8]
21
Properties=species:S:1:pos:R:3:mulliken_charge:R:1 method="wB97M-V/def2-TZVPD" total_energy_ev=-9967.616 homo_lumo_gap_ev=8.8 charge=0 multiplicity=1
C 0.089 2.208 1.171 -0.814
N 0.923 1.005 1.220 -0.360
C 1.343 0.506 -0.058 0.192
C 2.612 0.672 -0.483 -0.897
C -1.516 -1.221 -2.011 -1.272
C -0.703 -0.250 -1.256 0.248
C 0.486 -0.546 -0.732 -0.349
H -0.372 2.500 0.208 0.235
H 0.741 2.985 1.600 0.275
H -0.855 2.108 1.710 0.358
H 0.411 0.252 1.712 0.333
H 2.913 0.512 -1.527 0.300
H 3.155 1.375 0.173 0.315
H -2.310 -1.414 -1.215 0.245
H -2.215 -0.974 -2.806 0.355
H -1.026 -2.186 -2.175 0.303
H -1.205 0.750 -1.315 0.231
H 0.920 -1.540 -0.560 0.300
H -1.797 -2.504 1.883 0.302
H -0.427 -2.430 2.321 0.316
O -1.167 -1.808 2.140 -0.616

***

[9]
21
Properties=species:S:1:pos:R:3:mulliken_charge:R:1 method="wB97M-V/def2-TZVPD" total_energy_ev=-9968.606 homo_lumo_gap_ev=9.8 charge=0 multiplicity=1
C -2.288 -1.086 -0.676 -0.847
O -1.209 -0.165 -0.782 -0.285
H -0.613 0.322 1.620 0.217
H -2.060 -2.134 -0.888 0.389
H -2.715 -1.022 0.329 0.264
H -3.055 -0.794 -1.399 0.253
C 0.556 2.239 1.421 -0.961
C 0.974 0.316 -1.737 -1.331
C 0.419 0.796 1.792 0.252
C 0.088 -0.658 -1.018 1.029
C 0.531 -1.865 -0.641 -0.965
N 1.424 0.117 2.226 -0.650
H 1.126 -0.841 2.446 0.269
H -0.150 2.464 0.617 0.237
H 1.571 2.458 1.079 0.277
H 0.308 2.858 2.286 0.354
H 0.424 1.224 -2.004 0.309
H 1.806 0.617 -1.092 0.265
H 1.379 -0.123 -2.654 0.397
H -0.100 -2.609 -0.173 0.259
H 1.583 -2.116 -0.753 0.267

***

[10]
21
Properties=species:S:1:pos:R:3:mulliken_charge:R:1 method="wB97M-V/def2-TZVPD" total_energy_ev=-9969.454 homo_lumo_gap_ev=10.0 charge=0 multiplicity=1
C -2.376 -0.570 0.408 -1.352
C -1.092 -0.321 -0.357 0.077
C 0.995 -0.463 -0.355 -0.058
C 2.330 -0.690 0.331 -1.279
C 0.058 0.582 0.164 1.187
C 0.115 1.972 -0.522 -1.619
H -3.012 -1.284 -0.176 0.340
H -2.991 0.377 0.353 0.318
H -2.244 -0.882 1.453 0.260
H -1.423 -0.053 -1.360 0.306
H -0.111 -2.067 -1.096 0.273
H 1.211 -0.157 -1.394 0.327
H 2.999 0.132 0.182 0.355
H 2.907 -1.554 -0.073 0.343
H 2.168 -0.847 1.430 0.214
H 0.990 2.550 -0.262 0.400
H 0.075 1.843 -1.607 0.357
H -0.778 2.538 -0.231 0.391
H 0.173 -0.305 1.862 0.392
N -0.073 -1.406 -0.319 -0.574
O 0.081 0.604 1.569 -0.657

***

[11]
21
Properties=species:S:1:pos:R:3:mulliken_charge:R:1 method="wB97M-V/def2-TZVPD" total_energy_ev=-9968.627 homo_lumo_gap_ev=8.5 charge=0 multiplicity=1
C 2.125 -1.707 -0.710 -0.898
C 0.821 -1.460 -0.586 0.036
N -0.036 -1.255 -1.653 -0.202
C -1.378 -0.738 -1.438 -0.816
C -0.955 2.856 0.054 -1.157
C -0.838 1.372 -0.190 0.065
C -1.503 0.756 -1.154 -0.173
H 2.715 -1.626 -1.616 0.246
H 2.672 -2.153 0.097 0.230
H 0.290 -1.754 0.298 0.303
H 0.371 -1.156 -2.563 0.221
H -1.981 -0.987 -2.314 0.387
H -1.790 -1.331 -0.614 0.250
H -0.653 3.431 -0.811 0.275
H -2.022 3.097 0.163 0.314
H -0.538 3.200 0.996 0.323
H -0.197 0.793 0.467 0.298
H -2.190 1.240 -1.845 0.298
H 1.908 -1.537 4.130 0.319
H 1.199 -0.255 4.551 0.316
O 1.980 -0.787 4.737 -0.635

***

[12]
21
Properties=species:S:1:pos:R:3:mulliken_charge:R:1 method="wB97M-V/def2-TZVPD" total_energy_ev=-9970.559 homo_lumo_gap_ev=10.5 charge=0 multiplicity=1
C 0.772 -0.479 -0.864 -0.742
N 1.178 -0.252 -2.249 -0.098
C 1.130 -1.204 -3.213 0.152
O 1.444 -1.033 -4.368 -0.573
C -0.406 0.434 -0.468 -0.409
C -1.286 -0.138 0.636 -0.852
C -0.704 -0.111 2.062 -0.288
C -0.123 1.240 2.460 -1.189
H 1.633 -0.280 -0.238 0.211
H 0.478 -1.510 -0.748 0.401
H 1.602 0.650 -2.392 0.239
H 0.740 -2.140 -2.781 0.245
H -1.025 0.614 -1.351 0.314
H -0.005 1.397 -0.174 0.301
H -2.251 0.377 0.627 0.346
H -1.586 -1.165 0.400 0.402
H -1.568 -0.288 2.711 0.302
H 0.014 -0.924 2.169 0.282
H 0.894 1.413 2.124 0.290
H -0.784 2.042 2.111 0.299
H -0.149 1.356 3.546 0.366

***

Among the records above, which one has the lowest charge?
number 6

***

Look up the charge of the fifth one.
+1